Computed, not measured: a cluster of 21 separate species, C37H74Cl26O24 in total in a non-equilibrium geometry, with the ωB97M-V functional and the def2-TZVPD basis.

Output
- Molar mass: 1824.753 g/mol
- Electronic energy: -414288.4423 eV
- Kohn-Sham gap: 9.96 eV
- E_LUMO: -0.161 eV
- 2S+1: 1
- Total charge: 0

```
161
C37H74Cl26O24 (the ωB97M-V functional and the def2-TZVPD basis)
Cl 0.88204 -5.97656 5.08660
Cl 0.97432 -2.80602 5.87892
Cl -4.19383 -3.25781 2.37414
Cl -5.05873 -2.78000 5.54241
Cl 0.87145 -3.46310 -3.92431
Cl 0.44862 -5.78756 1.08914
Cl 6.61944 -4.99455 3.19823
Cl -1.95559 -7.95113 -2.63493
Cl -3.61209 -3.92929 -0.77685
Cl -4.89906 -6.45314 -0.76084
Cl -0.75628 -1.16279 -4.87491
Cl 1.17794 -6.06586 -1.71142
Cl -4.23196 -7.90392 5.31585
Cl -0.37097 -8.50558 5.58717
Cl -5.37868 -0.58319 2.40966
Cl -2.37788 -3.77701 6.08705
Cl 3.98341 0.85386 0.10500
Cl 1.93643 1.92683 2.10284
Cl -2.37362 -6.83639 3.22811
Cl -6.85129 -0.96847 -1.49232
Cl -0.77938 0.77961 7.16347
Cl -3.22191 -5.78184 -4.04640
Cl -4.83466 -1.38104 -3.46651
Cl 3.33295 -2.24854 4.09186
Cl 4.57907 -4.03173 1.46513
Cl -1.16965 0.48780 4.21583
O -0.36167 4.44278 -0.80038
O 5.41650 5.29279 -5.07113
O 7.07144 6.62907 -1.28741
O -0.00434 -1.25246 1.30202
O 0.33862 0.19785 -0.30729
O -1.17201 -1.46406 -0.76137
O -4.93021 2.64889 0.20588
O -6.65537 1.65545 5.43077
O 2.54566 -0.14632 -3.84831
O -3.50671 4.20156 -0.51209
O 2.82784 -1.38360 -2.11540
O 1.86626 4.72712 -1.44719
O 6.18498 3.85239 -3.49646
O 0.02244 4.87967 -2.92450
O 7.36648 7.15324 0.94165
O -3.49404 3.75816 1.74149
O 5.65878 5.79822 0.38332
O -2.03387 2.15138 -5.85612
O -0.74566 2.70589 -7.56291
O -5.25326 0.48186 6.80128
O 4.08438 3.71576 -4.39488
O 4.62592 -1.09281 -3.51365
O -4.62016 2.52456 5.81064
O 0.20427 2.03410 -5.63294
C -3.28864 -8.26361 3.85620
C -3.97401 0.30130 7.39976
C -3.46119 -5.57955 -0.21940
C -4.05739 -4.25535 5.79633
C -0.33146 -0.95596 -0.01537
C 6.77551 6.50899 -0.11850
C 0.09048 0.79176 -1.59338
C 2.79936 -2.94482 5.68623
C 4.70355 5.23504 -0.49204
C 5.96733 -5.06333 1.50666
C -5.44293 1.62557 6.02082
C -0.02407 4.29145 0.55167
C -0.71234 -2.90625 -4.52901
C -0.77738 2.34286 -6.30851
C 6.48244 6.18996 -5.02511
C 8.39515 8.15523 0.70846
C 3.66198 2.69682 -3.47100
C -4.03883 3.45737 0.46267
C -3.87401 -1.49149 2.46833
C -1.67001 -6.46508 -3.52268
C -7.40995 0.40162 5.33254
C 3.03013 0.56067 1.56126
C 3.38650 -2.29417 -1.24356
C -0.58982 -2.37967 1.94928
C -0.64983 1.63293 5.57881
C 5.33477 4.25087 -4.27322
C -1.94228 2.96415 -8.32217
C 1.12740 -7.70518 5.09977
C 0.69347 5.17446 -4.09732
C -2.33195 1.88046 -4.50398
C -5.28920 -0.45652 -2.03872
C -3.89087 3.93360 -1.89987
C 2.83218 0.04908 -5.23432
C 0.59951 4.74251 -1.66902
C 1.78320 -6.19545 -0.07791
C -3.69451 2.96562 2.93110
C 3.44062 -0.94262 -3.19028
H -4.08540 -0.62896 7.95680
H -3.33238 -5.64730 0.86084
H -4.48261 -4.78920 6.64620
H -0.94114 -3.39931 -5.47381
H -2.36367 3.90566 -7.96990
H 0.31165 2.09781 5.36074
H 0.62063 1.72421 -1.78721
H 5.70179 -6.05153 1.13109
H -0.98230 0.94557 -1.70990
H -7.82647 0.14009 6.30527
H 2.89888 -4.02968 5.65054
H 0.07963 5.65691 -4.85794
H 6.12910 7.08786 -5.53210
H 0.94167 3.83265 0.76366
H -3.69469 1.88944 2.75806
H 2.55359 -0.90807 -5.67517
H -3.96507 -8.59693 3.06915
H 3.83799 4.84685 0.04482
H 8.71749 8.75747 1.55788
H -1.06291 -5.67316 -3.08407
H 3.84508 0.41454 -5.40336
H 3.73777 0.48099 2.38648
H 1.42975 -7.96827 4.08613
H 2.16462 0.78657 -5.67992
H 9.18142 7.67806 0.12350
H -3.84927 1.24354 7.93335
H -1.88914 0.95572 -4.13400
H 0.18494 -2.91475 2.49841
H 1.55632 5.80592 -3.88555
H -3.23119 -1.11558 1.67236
H -1.17886 -6.71221 -4.46385
H 4.44264 5.97794 -1.24579
H -3.37451 1.56647 -4.45319
H -3.33988 -1.21547 3.37752
H 2.48971 -2.56325 -0.68547
H 6.67402 -4.54091 0.86186
H -1.71429 3.07203 -9.38258
H 6.76045 6.38969 -3.99026
H 4.49566 1.99478 -3.45666
H -0.03996 5.22027 1.12187
H -1.04881 -3.13138 1.30712
H -1.47755 -3.19324 -3.80776
H 1.02931 4.21080 -4.48028
H 2.56721 -5.46954 0.13766
H 1.82507 -7.93559 5.90492
H 2.25944 -7.15736 0.11184
H 4.21599 -1.86768 -0.67950
H -4.02620 -4.93531 4.94498
H -4.64691 3.11310 3.44030
H -2.54286 -9.05292 3.95054
H -3.25644 4.37360 -2.66928
H -2.71634 2.19927 -8.38453
H -2.07109 2.66036 -3.78858
H 2.74789 2.26918 -3.88289
H -0.73983 3.61011 1.01163
H 7.35693 5.86321 -5.58778
H -2.87986 3.26576 3.59017
H -3.88121 2.86206 -2.09940
H -5.29084 0.60559 -2.28370
H -4.89288 4.29984 -2.12338
H 8.04159 8.90507 0.00076
H 3.47742 2.96220 -2.43003
H -6.75478 -0.35943 4.90866
H 3.78718 -3.16373 -1.76454
H 4.95982 4.33891 -1.05716
H 2.52542 -0.38641 1.37046
H 3.19996 -2.42589 6.55705
H -1.33015 2.48428 5.60012
H 0.45049 0.11363 -2.36709
H -8.29629 0.45523 4.70039
H -4.57431 -0.66980 -1.24402
H -2.66655 -5.99909 -0.83634
H -1.36304 -2.03600 2.63638
H -3.21746 0.30680 6.61509
```


Computed, not measured: a structure of composition C37H76Br3N3O16P4 in a non-equilibrium geometry, with the ωB97M-V functional and the def2-TZVPD basis.

Output
- Molar mass: 1182.628 g/mol
- Electronic energy: -324123.5602 eV
- Kohn-Sham gap: 7.92 eV
- E_LUMO: 0.190 eV
- 2S+1: 1
- Total charge: 0

```
139
C37H76Br3N3O16P4 (the ωB97M-V functional and the def2-TZVPD basis)
Br 0.18079 -4.07671 -3.32340
Br 1.93574 -4.69131 -5.96949
Br 3.20246 -5.24864 -3.10207
P 5.46343 -0.71760 5.01646
P -1.41731 2.01067 -4.46345
P -1.66416 -5.77281 0.15194
P -3.00409 5.07085 -0.62303
O -0.77178 2.14374 -3.01773
O -3.20302 6.20978 -1.65562
O -3.74864 5.68653 0.60173
O 4.50737 -0.39429 6.24630
O -2.98417 1.66857 -4.27595
O -3.93493 3.94236 -1.14379
O -1.11036 -7.28895 -0.21290
O -0.62007 1.12175 -5.36212
O 5.30352 0.62647 4.12289
O -2.10399 -5.82448 1.64642
O -1.63279 4.65724 -0.38793
O -3.04143 -5.61217 -0.59729
O -0.73608 -4.64274 -0.06849
O 4.73834 -1.83931 4.14161
O 6.82796 -1.17428 5.36231
O -1.49556 3.51068 -4.95450
N -0.10072 -1.81321 -0.10800
N 2.24850 -0.72766 -2.29004
N 0.26569 4.24024 1.72215
C -0.90160 -0.78462 -0.49670
C -4.71748 0.02901 -4.05731
C 4.35677 -1.26212 -2.82302
C -2.93537 6.33387 1.63686
C 1.68278 3.91808 3.43917
C -1.39911 4.02513 -7.35689
C -3.59551 2.61005 -0.77680
C -3.25167 0.27619 -3.77990
C -3.02974 5.71661 3.02445
C 0.80727 -1.36529 0.73838
C 1.94822 -4.11944 -4.09044
C 3.12567 -1.40290 7.91073
C 0.16505 -7.70831 -0.66983
C 0.62361 0.00088 0.88868
C 2.40205 -0.47914 -3.62827
C 1.04642 3.78659 -2.57699
C 3.43943 -1.18306 -1.78827
C 5.55895 2.73074 5.38804
C 3.42604 -1.46389 3.61504
C 1.77784 5.25959 2.97353
C -4.76747 1.68222 -1.00966
C -1.75204 -6.09158 4.00667
C -4.23392 -7.44528 -1.52230
C -3.40498 6.38640 -4.06398
C -0.49765 0.34034 0.10041
C 0.68212 3.33245 2.58744
C 0.63950 2.32963 -2.87332
C 3.70569 -0.77120 -4.00916
C -1.18917 -6.24607 2.65801
C 4.48655 -1.52119 7.20090
C 0.74910 -8.77568 0.18586
C -2.50233 5.93586 -2.92703
C -4.18450 -6.38598 -0.44023
C -0.63910 3.94516 -6.06751
C 6.16907 1.78841 4.35743
C 0.98176 5.38318 1.86411
C 2.48385 -2.67660 3.77525
H 5.56667 2.22351 6.35596
H 0.00046 -8.00749 -1.67484
H 1.49630 -0.45921 -1.64721
H -3.10001 0.16205 -2.71138
H -4.09767 5.59051 -4.28074
H -5.57848 1.81924 -0.29824
H -2.75217 2.26387 -1.42714
H -0.36811 4.06933 0.91717
H 0.93454 -8.37192 1.20158
H 0.86725 1.63450 -2.08343
H -2.35879 4.83922 -2.94985
H 1.40139 0.58738 1.44138
H 4.16985 -0.50235 -4.91223
H -2.32937 4.56758 -7.28286
H -1.56595 6.45159 -2.86258
H -4.95561 -5.65593 -0.66868
H 3.01650 -3.63470 3.45735
H 2.06301 3.46077 4.37238
H -1.82782 -0.88382 -1.07235
H -3.78658 -6.95494 -2.35710
H -0.85176 -7.29535 2.55831
H 1.17770 1.89966 -3.75359
H -0.29570 -2.80172 -0.20316
H -3.21117 7.37732 1.70338
H -3.69939 -8.39638 -1.28305
H -2.55319 -0.40062 -4.33183
H 1.61203 -1.92730 1.22721
H 0.06577 -9.65680 0.26758
H -0.29120 -5.65140 2.69717
H 6.33785 2.18770 3.29754
H -3.99278 5.91400 3.52932
H 0.60705 4.17191 -1.66947
H 0.19063 2.33780 2.72145
H 0.82588 6.32984 1.35180
H -1.97202 6.32740 1.24006
H 3.03971 -0.60038 4.10483
H -2.72134 -6.56523 4.12431
H 2.40788 -1.60484 7.13615
H -4.99364 -1.03256 -3.84796
H -2.81525 4.61992 3.08128
H 2.96457 -0.38088 8.26100
H -2.18892 6.21552 3.53934
H 0.90193 -6.87573 -0.78704
H -0.91078 -6.46652 4.65895
H 5.29975 -1.34215 7.89260
H -5.32941 0.53731 -3.33824
H -4.42407 -6.75470 0.58243
H -5.07648 0.23629 -5.04609
H -0.34957 4.91842 -5.84781
H 4.52006 2.92531 5.06790
H 1.70642 -9.01834 -0.20708
H 3.64772 -1.22819 2.53205
H 2.26583 -2.85451 4.82815
H -1.76400 -5.04489 4.19077
H 4.60679 -2.44209 6.63316
H -0.97059 1.28486 0.09438
H 5.35158 -1.56014 -2.62784
H 3.01522 -2.19212 8.70921
H 1.68114 -2.49460 3.09066
H -1.52869 2.97709 -7.75488
H 6.12435 3.67191 5.54233
H 1.60018 -0.12304 -4.28213
H -2.77255 6.55066 -4.94124
H 2.25516 6.05276 3.53339
H 2.15825 3.91745 -2.64831
H 0.21001 3.33632 -6.18306
H -5.19653 1.72933 -2.06000
H -3.79943 7.36851 -3.79957
H -4.48460 0.67110 -0.74926
H 2.27429 -3.06869 -4.20818
H 3.62208 -1.44292 -0.73319
H 0.71011 4.40571 -3.41540
H -0.69439 4.52461 -8.06530
H 7.16061 1.47786 4.69986
H -5.31400 -7.70276 -1.77460
H -3.29526 2.56637 0.29516
```